The following is a quantum chemistry calculation of a molecular structure, C2HFO2Y at a distorted geometry, from the Open Molecules 2025 dataset.

Values from the calculation:
Spin multiplicity: 2
Calculated total energy: -365.1911 Ha
Strongest force on any atom: 4.93 eV/Å
HOMO energy (alpha / beta): -0.27030 / -0.26404 Ha
HOMO-LUMO gap (alpha / beta): 4.9 / 3.8 eV

Last column: Mulliken spin population.
Geometry (Å):
C1 0.29261 -0.39619 -1.06705  0.01
C2 0.21592 0.79209 -0.79695  -0.01
O1 0.28141 -1.70727 -0.92152  0.01
H1 -0.01017 -1.99769 0.05516  0.00
Y1 -0.43408 3.47736 1.46775  1.03
O2 0.02351 1.88142 -0.14020  -0.04
F1 -0.36921 -2.04972 1.40281  0.00

=====

The following is a quantum chemistry calculation of 2 unconnected molecules or ions with the total composition C2HFO3S at a distorted geometry, from the Open Molecules 2025 dataset.

Values from the calculation:
Calculated total energy: -800.4085 Ha
Strongest force on any atom: 4.94 eV/Å
HOMO energy: -0.39183 Ha
HOMO-LUMO gap: 9.1 eV

Last column: natural (NBO) charge in e.
Geometry (Å):
C1 -0.77666 -0.45119 0.63683  -0.71
C2 1.20039 -0.95606 0.17342  0.90
O1 2.09385 -1.00703 0.88735  -0.47
O2 -1.93150 1.55583 -0.23719  -0.86
O3 0.49901 1.86045 -0.31401  -0.81
F1 1.20343 -0.99950 -1.18817  -0.34
S1 -0.62271 0.98530 -0.18465  2.03
H1 -1.66581 -0.98781 0.22641  0.26

=====

The following is a quantum chemistry calculation of C2HFO3S in the gas phase at a distorted geometry, from the Open Molecules 2025 dataset.

Values from the calculation:
Calculated total energy: -800.5129 Ha
Strongest force on any atom: 3.42 eV/Å
HOMO energy: -0.41336 Ha
HOMO-LUMO gap: 10.3 eV

Last column: natural (NBO) charge in e.
Geometry (Å):
C1 0.28746 -0.52378 -0.00395  -0.85
C2 1.16003 0.76180 0.00973  0.87
O1 2.31168 0.79253 0.26985  -0.50
O2 -1.96398 -1.80442 -0.09508  -0.81
O3 -1.91855 0.73443 0.20576  -0.81
F1 0.59341 1.98656 -0.25703  -0.33
S1 -1.27811 -0.53710 0.07198  2.15
H1 0.80807 -1.41002 -0.20126  0.28

=====

The following is a quantum chemistry calculation of a molecular structure, C2HFOSm at a distorted geometry, from the Open Molecules 2025 dataset.

Values from the calculation:
Spin multiplicity: 8
Charge: +1
Calculated total energy: -909.4133 Ha
Strongest force on any atom: 5.00 eV/Å
HOMO energy (alpha / beta): -0.40133 / -0.44888 Ha
HOMO-LUMO gap (alpha / beta): 5.3 / 6.5 eV

Last column: Mulliken spin population.
Geometry (Å):
H1 0.98575 1.75637 -0.60222  -0.03
O1 1.01606 0.78740 -1.05716  0.10
C1 0.69893 0.31099 0.13140  0.86
C2 -0.26444 -0.52426 0.50945  -0.07
F1 0.03948 -1.32645 1.59515  0.01
Sm1 -2.47578 -1.00406 -0.57662  6.13

=====

The following is a quantum chemistry calculation of C2HI in the gas phase at a distorted geometry, from the Open Molecules 2025 dataset.

Values from the calculation:
Calculated total energy: -374.1658 Ha
Strongest force on any atom: 4.59 eV/Å
HOMO energy (alpha / beta): -0.32585 / -0.32599 Ha
HOMO-LUMO gap (alpha / beta): 7.2 / 7.2 eV

Last column: natural (NBO) charge in e.
Geometry (Å):
C1 0.68912 -0.54931 0.23771  -0.51
C2 -0.43999 1.05003 0.92847  -0.01
I1 -1.36420 -0.32516 -0.49698  0.41
H1 1.11507 -0.17557 -0.66919  0.11

=====

The following is a quantum chemistry calculation of a molecular structure, C2HI3, from the Open Molecules 2025 dataset.

Values from the calculation:
Calculated total energy: -969.6209 Ha
Strongest force on any atom: 0.66 eV/Å
HOMO energy (alpha / beta): -0.31299 / -0.31359 Ha
HOMO-LUMO gap (alpha / beta): 6.7 / 6.7 eV

Last column: natural (NBO) charge in e.
Geometry (Å):
C1 1.46067 0.06733 -0.50214  -0.33
C2 -1.09810 0.57733 0.78161  -0.52
I1 1.30402 -1.94269 -0.73483  0.23
I2 -1.63992 2.11124 -0.48684  0.27
I3 -2.35711 -1.05836 0.79621  0.24
H1 2.33044 0.24514 0.14600  0.10

=====

In order of appearance, energy above the lowest of the compared OMol25 structures with the same formula, charge and spin = 112.16; 370.82; 96.73; 192.77; 651.71; 575.16 kJ/mol.